{"formula": "C64H46F9NO2P3TeW", "method": "the ωB97M-V functional and the def2-TZVPD basis", "symbols": ["W", "O", "C", "O", "C", "C", "C", "C", "C", "C", "P", "C", "C", "C", "C", "C", "C", "C", "C", "C", "C", "C", "C", "H", "H", "H", "H", "H", "H", "H", "H", "H", "H", "H", "H", "H", "H", "Te", "C", "C", "C", "C", "C", "C", "H", "H", "H", "H", "H", "F", "C", "F", "F", "C", "C", "C", "C", "C", "C", "P", "C", "C", "C", "C", "C", "C", "C", "F", "F", "F", "C", "C", "C", "C", "C", "C", "C", "F", "F", "F", "H", "H", "H", "H", "H", "H", "H", "H", "H", "H", "H", "H", "N", "P", "C", "C", "C", "C", "C", "C", "C", "C", "C", "C", "C", "C", "C", "C", "C", "C", "C", "C", "H", "H", "H", "H", "H", "H", "H", "H", "H", "H", "H", "H", "H", "H", "H"], "xyz": [[0.35008, 0.21762, 0.77429], [3.68590, 2.35817, 1.66689], [2.79971, 2.19421, 0.88015], [1.68903, 1.51772, 1.24420], [2.87297, 2.71174, -0.54102], [4.07908, 3.34017, -0.84272], [4.32177, 3.87609, -2.09659], [3.33615, 3.80485, -3.06807], [2.12604, 3.19222, -2.77617], [1.87499, 2.62710, -1.53124], [0.24708, 1.84954, -1.19872], [-0.43134, 1.13735, -2.74185], [-0.70437, -0.23323, -2.70793], [-1.25346, -0.88642, -3.79984], [-1.54673, -0.17889, -4.95532], [-1.28129, 1.18154, -5.00985], [-0.72989, 1.83321, -3.91737], [-0.73730, 3.31779, -0.73656], [-1.52656, 4.05338, -1.61464], [-2.11551, 5.23878, -1.20048], [-1.93470, 5.69731, 0.09465], [-1.16709, 4.95960, 0.98399], [-0.56750, 3.78068, 0.57015], [4.82819, 3.39448, -0.06588], [5.27058, 4.34936, -2.30891], [3.50102, 4.22456, -4.05144], [1.37751, 3.15101, -3.55086], [-0.48481, -0.79316, -1.80628], [-1.45372, -1.94870, -3.74413], [-1.97540, -0.68318, -5.81113], [-1.50030, 1.74248, -5.90878], [-0.54715, 2.89317, -4.00668], [-1.71686, 3.69896, -2.61521], [-2.72596, 5.80142, -1.89462], [-2.39238, 6.62528, 0.41103], [-1.02248, 5.30864, 1.99817], [0.05565, 3.23431, 1.26903], [0.19076, -1.87471, 2.43010], [-1.53790, -1.54764, 3.59774], [-1.55381, -0.52762, 4.54493], [-2.63354, -0.39457, 5.40433], [-3.70800, -1.26961, 5.31523], [-3.69765, -2.28296, 4.37057], [-2.60851, -2.43051, 3.51991], [-0.71799, 0.15799, 4.61475], [-2.63499, 0.39359, 6.14605], [-4.54809, -1.16558, 5.98984], [-4.52728, -2.97529, 4.30204], [-2.59618, -3.24396, 2.80654], [0.53859, -7.81823, -0.00838], [1.69571, -7.43787, 0.55564], [1.67840, -7.85050, 1.83098], [2.67961, -8.11045, -0.06555], [1.90598, -5.94929, 0.45531], [1.27375, -5.22460, -0.54722], [1.49209, -3.86291, -0.64386], [2.35231, -3.22743, 0.24855], [2.98775, -3.96006, 1.24327], [2.76473, -5.32519, 1.34590], [2.53672, -1.42463, 0.11022], [3.15567, -1.29651, -1.61124], [4.10592, -2.18708, -2.12784], [4.54236, -2.06321, -3.43321], [4.02623, -1.05765, -4.24624], [3.06018, -0.19508, -3.76482], [2.63404, -0.33431, -2.45277], [4.47599, -0.95351, -5.67949], [4.35538, 0.29887, -6.14787], [5.75549, -1.32108, -5.82842], [3.73839, -1.74628, -6.47767], [3.98853, -1.00366, 1.13592], [5.28603, -0.95948, 0.63249], [6.34991, -0.63129, 1.45953], [6.11933, -0.35183, 2.79611], [4.83285, -0.38980, 3.31113], [3.77342, -0.70311, 2.48200], [7.26339, -0.02331, 3.71978], [7.56495, -1.07348, 4.50501], [6.96235, 1.00061, 4.53209], [8.37643, 0.30486, 3.04963], [0.60986, -5.72406, -1.23920], [0.99489, -3.29190, -1.42068], [3.64992, -3.46838, 1.94428], [3.25041, -5.89895, 2.12343], [4.48732, -2.99610, -1.51610], [5.28209, -2.74786, -3.82575], [2.63960, 0.57593, -4.39712], [1.86160, 0.30180, -2.06503], [5.48573, -1.15109, -0.41100], [7.35371, -0.58750, 1.06122], [4.65728, -0.14937, 4.35095], [2.77083, -0.70352, 2.88859], [-1.47288, 0.32553, 0.74125], [-3.07000, 0.41055, 0.78176], [-3.82314, -1.16874, 0.37072], [-5.19576, -1.24793, 0.12768], [-5.76676, -2.46253, -0.20989], [-4.97016, -3.59546, -0.33226], [-3.60240, -3.51215, -0.12296], [-3.02637, -2.29868, 0.22911], [-3.62498, 1.06389, 2.36043], [-4.85426, 0.72419, 2.91436], [-5.32374, 1.41274, 4.02391], [-4.57055, 2.43415, 4.58045], [-3.32973, 2.75738, 4.04602], [-2.85483, 2.07295, 2.94081], [-3.77641, 1.51435, -0.46181], [-3.76666, 1.10446, -1.79734], [-4.37792, 1.88186, -2.76443], [-5.02433, 3.05883, -2.40261], [-5.03926, 3.46577, -1.07823], [-4.41040, 2.70032, -0.10562], [-5.81340, -0.35831, 0.17563], [-6.83130, -2.52542, -0.39105], [-5.41991, -4.54157, -0.60341], [-2.98032, -4.39210, -0.22641], [-1.95993, -2.22952, 0.40427], [-5.44545, -0.07630, 2.49190], [-6.27979, 1.14666, 4.45459], [-4.94551, 2.97311, 5.44064], [-2.73351, 3.54276, 4.49191], [-1.89224, 2.32167, 2.51432], [-3.29432, 0.17043, -2.07717], [-4.37073, 1.55785, -3.79684], [-5.52528, 3.65338, -3.15560], [-5.54209, 4.38134, -0.79558], [-4.42917, 3.02474, 0.92662]], "forces_ev_per_angstrom": [[0.3, -0.5, -0.2], [0.0, 0.1, 0.0], [-0.1, -0.1, -0.3], [0.2, 0.0, 0.1], [0.0, 0.0, 0.1], [0.0, 0.0, -0.1], [-0.1, 0.0, 0.0], [0.0, 0.0, 0.1], [0.1, 0.0, -0.1], [0.0, 0.1, 0.1], [-0.2, 0.1, 0.1], [0.0, 0.0, 0.0], [0.0, 0.0, 0.0], [0.0, 0.0, 0.0], [0.0, 0.0, 0.0], [0.0, 0.0, 0.0], [0.0, 0.0, 0.0], [0.1, 0.0, 0.0], [-0.1, -0.1, 0.0], [-0.1, 0.0, 0.0], [0.0, 0.0, 0.0], [0.0, 0.0, 0.0], [0.0, 0.0, 0.0], [0.0, 0.0, 0.0], [0.0, 0.0, 0.0], [0.0, 0.0, 0.0], [0.0, 0.0, 0.0], [0.0, 0.0, 0.0], [0.0, 0.0, 0.0], [0.0, 0.0, 0.0], [0.0, 0.0, 0.0], [0.0, 0.0, 0.0], [0.0, 0.0, 0.0], [0.0, 0.0, 0.0], [0.0, 0.0, 0.0], [0.0, 0.0, 0.0], [0.0, 0.0, 0.0], [-0.1, -0.3, 0.2], [0.1, 0.0, 0.1], [0.0, 0.0, 0.0], [0.0, 0.0, 0.0], [0.0, 0.0, 0.1], [0.0, 0.0, 0.0], [0.0, 0.0, 0.0], [0.0, 0.0, 0.0], [0.0, 0.0, 0.0], [0.0, 0.0, 0.0], [0.0, 0.0, 0.0], [0.0, 0.0, 0.0], [0.0, 0.0, 0.0], [0.0, 0.0, 0.0], [0.0, 0.0, 0.0], [0.0, 0.0, 0.0], [0.0, 0.0, 0.0], [0.0, 0.0, 0.0], [0.0, 0.0, 0.0], [-0.1, 0.0, 0.2], [0.0, 0.0, 0.0], [0.0, 0.0, 0.0], [-0.1, 0.6, -0.3], [0.0, -0.3, -0.1], [-0.1, -0.1, 0.1], [0.0, 0.0, 0.0], [0.0, 0.0, 0.0], [0.0, 0.0, 0.0], [0.0, 0.0, 0.1], [0.0, 0.0, 0.0], [0.0, 0.0, 0.0], [0.0, 0.0, 0.0], [0.0, 0.0, 0.0], [-0.1, 0.0, 0.1], [0.0, 0.1, 0.0], [0.0, 0.0, 0.0], [0.0, 0.0, 0.0], [0.1, 0.0, 0.0], [0.0, -0.1, 0.0], [0.0, 0.0, 0.0], [0.0, 0.0, 0.0], [0.0, 0.0, 0.0], [0.0, 0.0, 0.0], [0.0, 0.0, 0.0], [0.0, 0.0, 0.0], [0.0, 0.0, 0.0], [0.0, 0.0, 0.0], [0.0, 0.0, 0.0], [0.0, 0.0, 0.0], [0.0, 0.0, 0.0], [0.1, 0.0, -0.1], [0.0, 0.0, 0.0], [0.0, 0.0, 0.0], [0.0, 0.0, 0.0], [0.0, 0.0, 0.0], [-0.1, 0.2, -0.2], [0.0, -0.1, 0.0], [0.0, 0.0, 0.0], [0.0, 0.0, 0.0], [0.0, 0.0, 0.0], [0.0, 0.0, 0.0], [0.0, 0.0, 0.0], [0.0, 0.0, 0.0], [0.1, 0.0, 0.0], [0.0, 0.0, 0.0], [0.0, 0.0, 0.0], [0.0, 0.0, 0.0], [0.0, 0.0, 0.0], [0.0, 0.0, 0.0], [0.0, 0.0, 0.0], [0.1, 0.0, 0.0], [0.0, 0.0, 0.0], [0.0, 0.0, 0.0], [0.0, 0.0, 0.0], [0.0, 0.0, 0.0], [0.0, 0.0, 0.0], [0.0, 0.0, 0.0], [0.0, 0.0, 0.0], [0.0, 0.0, 0.0], [0.0, 0.0, 0.0], [0.0, 0.0, 0.0], [0.0, 0.0, 0.0], [0.0, 0.0, 0.0], [0.0, 0.0, 0.0], [0.0, 0.0, 0.0], [0.0, 0.0, 0.0], [0.0, 0.0, 0.0], [0.0, 0.0, 0.0], [0.0, 0.0, 0.0], [0.0, 0.0, 0.0]], "spin_multiplicity": 1, "de_lowest_kcal_mol": 1.4, "largest_force_ha_per_bohr": 0.014, "e_homo_ha": [-0.35223, -0.36422], "charge": 1, "molar_mass_g_mol": 1436.421}